No. 1
The following is a quantum chemistry calculation of a cluster of 6 separate species, C28H63B3IO24P5 in total, from the OMol25 dataset.

The value obtained for the strongest force on any atom is 8.971 eV Å⁻¹. The spin multiplicity is 1. Its HOMO energy is -8.09 eV. The total energy comes out at -135778.123 eV. The orbital gap comes out at 8.44 eV.

Each atom is followed by the atoms it is bonded to, with distances in Å.
CARTESIAN COORDINATES (ANGSTROEM)
1 C 5.26 -6.17 5.55  C2 1.662, H22 1.190, H23 1.179, H24 1.183
2 C 3.75 -6.86 5.39  C1 1.662, C3 1.673, H25 1.193, H26 1.171
3 C 2.84 -6.10 4.21  C2 1.673, C4 1.640, H27 1.179, H28 1.180
4 C 2.27 -4.72 4.91  C3 1.640, B5 1.646, H29 1.194, H30 1.172
5 B 1.12 -3.93 4.04  C4 1.646, O6 1.486, O21 1.486
6 O 0.80 -2.54 4.47  B5 1.486, B7 1.477
7 B 0.47 -1.67 3.32  O6 1.477, C8 1.673, O12 1.491
8 C 1.12 -0.13 3.35  B7 1.673, C9 1.672, H31 1.170, H32 1.170
9 C 2.03 0.00 4.75  C8 1.672, O10 1.340, I11 2.226
10 O 3.36 -0.13 4.75  C9 1.340
11 I 1.05 0.37 6.71  C9 2.226
12 O -0.42 -2.17 2.23  B7 1.491, B13 1.506
13 B -0.81 -3.54 2.71  O12 1.506, C14 1.661, O21 1.506
14 C -2.39 -3.96 3.05  B13 1.661, C15 1.672, H33 1.170, H34 1.189
15 C -2.40 -4.55 4.61  C14 1.672, C16 1.672, C20 1.643
16 C -2.18 -3.38 5.78  C15 1.672, C17 1.642, H35 1.173
17 C -2.12 -3.82 7.36  C16 1.642, C18 1.648, H36 1.177
18 C -2.26 -5.42 7.71  C17 1.648, C19 1.671, H37 1.193
19 C -2.50 -6.60 6.55  C18 1.671, C20 1.672, H38 1.193
20 C -2.56 -6.15 4.94  C15 1.643, C19 1.672, H39 1.170
21 O 0.35 -4.48 2.90  B5 1.486, B13 1.506
22 H 6.07 -7.03 5.64  C1 1.190
23 H 5.49 -5.51 4.61  C1 1.179
24 H 5.36 -5.52 6.53  C1 1.183
25 H 3.23 -6.72 6.46  C2 1.193
26 H 3.84 -8.01 5.22  C2 1.171
27 H 1.93 -6.78 3.91  C3 1.179
28 H 3.56 -5.84 3.31  C3 1.180
29 H 1.75 -5.04 5.93  C4 1.194
30 H 3.16 -4.00 5.16  C4 1.172
31 H 1.84 0.00 2.44  C8 1.170
32 H 0.26 0.66 3.43  C8 1.170
33 H -2.85 -4.72 2.29  C14 1.170
34 H -3.08 -2.99 3.08  C14 1.189
35 H -2.05 -2.26 5.46  C16 1.173
36 H -1.93 -2.96 8.15  C17 1.177
37 H -2.18 -5.71 8.87  C18 1.193
38 H -2.59 -7.75 6.82  C19 1.193
39 H -2.69 -6.91 4.06  C20 1.170
40 C 4.05 0.06 -1.13  O41 1.412, H48 1.093, H49 1.093, H50 1.092
41 O 4.12 1.47 -1.04  C40 1.412, P42 1.614
42 P 2.91 2.24 -0.30  O41 1.614, O43 1.496, O44 1.610, O46 1.609
43 O 2.27 1.49 0.82  P42 1.496
44 O 1.92 2.66 -1.50  P42 1.610, C45 1.410
45 C 1.13 1.66 -2.09  O44 1.410, H51 1.093, H52 1.093, H53 1.093
46 O 3.59 3.64 0.13  P42 1.609, C47 1.412
47 C 4.04 4.52 -0.88  O46 1.412, H54 1.094, H55 1.093, H56 1.093
48 H 5.04 -0.33 -1.34  C40 1.093
49 H 3.70 -0.38 -0.18  C40 1.093
50 H 3.37 -0.23 -1.94  C40 1.092
51 H 0.83 0.90 -1.36  C45 1.093
52 H 1.68 1.19 -2.91  C45 1.093
53 H 0.22 2.12 -2.50  C45 1.093
54 H 4.24 4.00 -1.82  C47 1.094
55 H 4.95 5.01 -0.54  C47 1.093
56 H 3.27 5.28 -1.05  C47 1.093
57 C -1.39 3.54 -7.54  O58 1.412, H65 1.093, H66 1.093, H67 1.092
58 O -0.92 4.24 -6.40  C57 1.412, P59 1.614
59 P -1.51 3.83 -4.96  O58 1.614, O60 1.496, O61 1.610, O63 1.609
60 O -1.87 2.38 -4.81  P59 1.496
61 O -2.73 4.86 -4.72  P59 1.610, C62 1.410
62 C -3.92 4.66 -5.44  O61 1.410, H68 1.093, H69 1.093, H70 1.093
63 O -0.38 4.34 -3.94  P59 1.609, C64 1.412
64 C -0.12 5.73 -3.86  O63 1.412, H71 1.094, H72 1.093, H73 1.093
65 H -0.69 3.70 -8.36  C57 1.093
66 H -1.46 2.47 -7.34  C57 1.093
67 H -2.37 3.93 -7.84  C57 1.092
68 H -4.11 3.60 -5.62  C62 1.093
69 H -3.86 5.19 -6.40  C62 1.093
70 H -4.75 5.08 -4.87  C62 1.093
71 H -0.43 6.26 -4.76  C64 1.094
72 H 0.95 5.88 -3.70  C64 1.093
73 H -0.66 6.14 -3.00  C64 1.093
74 C -7.30 -7.14 4.43  O75 1.412, H82 1.093, H83 1.093, H84 1.092
75 O -7.61 -8.41 4.96  C74 1.412, P76 1.614
76 P -6.41 -9.29 5.57  O75 1.614, O77 1.496, O78 1.610, O80 1.609
77 O -5.30 -8.50 6.19  P76 1.496
78 O -5.96 -10.24 4.35  P76 1.610, C79 1.410
79 C -5.22 -9.67 3.30  O78 1.410, H85 1.093, H86 1.093, H87 1.093
80 O -7.16 -10.30 6.57  P76 1.609, C81 1.412
81 C -8.07 -11.23 6.04  O80 1.412, H88 1.094, H89 1.093, H90 1.093
82 H -8.22 -6.55 4.36  C74 1.093
83 H -6.60 -6.60 5.06  C74 1.093
84 H -6.89 -7.25 3.42  C74 1.092
85 H -4.57 -8.87 3.65  C79 1.093
86 H -5.91 -9.28 2.54  C79 1.093
87 H -4.61 -10.45 2.84  C79 1.093
88 H -8.47 -10.91 5.07  C81 1.094
89 H -8.91 -11.35 6.74  C81 1.093
90 H -7.57 -12.19 5.92  C81 1.093
91 C 9.94 7.17 2.16  O92 1.412, H99 1.093, H100 1.093, H101 1.092
92 O 8.77 6.38 2.20  C91 1.412, P93 1.614
93 P 7.41 7.00 1.58  O92 1.614, O94 1.496, O95 1.610, O97 1.609
94 O 7.62 7.92 0.42  P93 1.496
95 O 6.66 7.66 2.84  P93 1.610, C96 1.410
96 C 7.17 8.86 3.36  O95 1.410, H102 1.093, H103 1.093, H104 1.093
97 O 6.53 5.70 1.25  P93 1.609, C98 1.412
98 C 6.10 4.88 2.32  O97 1.412, H105 1.094, H106 1.093, H107 1.093
99 H 10.80 6.51 2.30  C91 1.093
100 H 10.04 7.67 1.19  C91 1.093
101 H 9.92 7.91 2.96  C91 1.092
102 H 7.59 9.49 2.58  C96 1.093
103 H 7.93 8.64 4.12  C96 1.093
104 H 6.35 9.41 3.84  C96 1.093
105 H 6.75 4.99 3.20  C98 1.094
106 H 6.12 3.84 2.00  C98 1.093
107 H 5.08 5.15 2.59  C98 1.093
108 C -4.21 7.38 -10.86  O109 1.412, H116 1.093, H117 1.093, H118 1.092
109 O -4.63 6.15 -11.42  C108 1.412, P110 1.614
110 P -3.80 4.82 -11.04  O109 1.614, O111 1.496, O112 1.610, O114 1.609
111 O -3.20 4.82 -9.67  P110 1.496
112 O -2.74 4.67 -12.24  P110 1.610, C113 1.410
113 C -1.63 5.54 -12.28  O112 1.410, H119 1.093, H120 1.093, H121 1.093
114 O -4.85 3.64 -11.32  P110 1.609, C115 1.412
115 C -5.31 3.43 -12.64  O114 1.412, H122 1.094, H123 1.093, H124 1.093
116 H -5.03 8.10 -10.93  C108 1.093
117 H -3.94 7.27 -9.80  C108 1.093
118 H -3.35 7.77 -11.41  C108 1.092
119 H -1.30 5.81 -11.27  C113 1.093
120 H -1.90 6.45 -12.83  C113 1.093
121 H -0.81 5.05 -12.80  C113 1.093
122 H -5.22 4.33 -13.25  C115 1.094
123 H -6.36 3.14 -12.60  C115 1.093
124 H -4.73 2.62 -13.09  C115 1.093

=====

No. 2
The following is a quantum chemistry calculation of a cluster of 8 separate species, C28H63F3N3O20P2 in total, from the OMol25 dataset.

The value obtained for the strongest force on any atom is 3.303 eV Å⁻¹. The spin multiplicity is 1. Its HOMO energy is -11.31 eV. Its charge is +1. The total energy comes out at -102205.160 eV. The orbital gap comes out at 9.79 eV.

Each atom is followed by the atoms it is bonded to, with distances in Å.
CARTESIAN COORDINATES (ANGSTROEM)
1 C 0.92 -0.85 -0.82  N2 1.506, H8 1.087, H9 1.084, H10 1.087
2 N -0.05 -1.86 -0.28  C1 1.506, C3 1.505, C4 1.511, C5 1.493
3 C -1.11 -2.13 -1.30  N2 1.505, H11 1.087, H12 1.096, H13 1.085
4 C 0.78 -3.10 -0.01  N2 1.511, H14 1.089, H15 1.088, H16 1.088
5 C -0.55 -1.49 1.08  N2 1.493, C6 1.515, H17 1.091, H18 1.100
6 C -1.42 -0.26 1.20  C5 1.515, O7 1.407, H19 1.100, H20 1.096
7 O -0.66 0.86 0.81  C6 1.407, H21 0.970
8 H 1.45 -1.41 -1.59  C1 1.087
9 H 1.63 -0.51 -0.07  C1 1.084
10 H 0.32 -0.06 -1.26  C1 1.087
11 H -0.65 -2.39 -2.25  C3 1.087
12 H -1.53 -1.12 -1.43  C3 1.096
13 H -1.95 -2.72 -0.93  C3 1.085
14 H 1.12 -3.60 -0.91  C4 1.089
15 H 0.20 -3.84 0.54  C4 1.088
16 H 1.64 -2.77 0.57  C4 1.088
17 H 0.21 -1.64 1.85  C5 1.091
18 H -1.19 -2.33 1.39  C5 1.100
19 H -1.63 -0.12 2.27  C6 1.100
20 H -2.37 -0.35 0.66  C6 1.096
21 H -1.18 1.65 0.99  O7 0.970
22 C -5.09 3.55 -0.27  C23 1.522, H28 1.092, H29 1.086, H30 1.109
23 C -3.95 3.63 0.74  C22 1.522, C24 1.535, N27 1.473, H31 1.091
24 C -4.44 3.86 2.17  C23 1.535, O25 1.397, H32 1.101, H33 1.101
25 O -5.02 5.13 2.24  C24 1.397, C26 1.414
26 C -6.09 5.28 3.16  O25 1.414, H34 1.086, H35 1.096, H36 1.095
27 N -3.18 2.37 0.72  C23 1.473, H37 1.017, H38 1.019
28 H -6.02 3.10 0.08  C22 1.092
29 H -4.86 3.38 -1.32  C22 1.086
30 H -5.48 4.58 -0.32  C22 1.109
31 H -3.26 4.47 0.58  C23 1.091
32 H -3.58 3.76 2.85  C24 1.101
33 H -5.09 3.06 2.55  C24 1.101
34 H -6.80 6.02 2.79  C26 1.086
35 H -5.71 5.57 4.14  C26 1.096
36 H -6.59 4.32 3.32  C26 1.095
37 H -3.83 1.62 0.93  N27 1.017
38 H -2.87 2.19 -0.23  N27 1.019
39 C 1.68 -3.76 -5.28  C40 1.529, H45 1.093, H46 1.089, H47 1.093
40 C 1.74 -2.74 -4.14  C39 1.529, C41 1.530, N44 1.457, H48 1.096
41 C 3.06 -1.98 -4.13  C40 1.530, O42 1.412, H49 1.103, H50 1.099
42 O 3.30 -1.43 -2.86  C41 1.412, C43 1.427
43 C 4.64 -0.94 -2.69  O42 1.427, H51 1.094, H52 1.087, H53 1.090
44 N 0.57 -1.88 -4.28  C40 1.457, H54 1.014, H55 1.009
45 H 1.65 -3.26 -6.25  C39 1.093
46 H 0.82 -4.42 -5.15  C39 1.089
47 H 2.56 -4.39 -5.36  C39 1.093
48 H 1.75 -3.32 -3.21  C40 1.096
49 H 3.10 -1.13 -4.83  C41 1.103
50 H 3.89 -2.62 -4.47  C41 1.099
51 H 5.31 -1.78 -2.89  C43 1.094
52 H 4.76 -0.71 -1.64  C43 1.087
53 H 4.82 -0.11 -3.37  C43 1.090
54 H 0.80 -0.91 -4.08  N44 1.014
55 H 0.14 -1.88 -5.20  N44 1.009
56 C 0.92 3.75 1.08  O57 1.429, H64 1.092, H65 1.094, H66 1.086
57 O 1.22 4.80 1.99  C56 1.429, P58 1.578
58 P 2.24 4.58 3.17  O57 1.578, O59 1.470, O60 1.595, O62 1.592
59 O 2.16 3.24 3.77  P58 1.470
60 O 3.70 4.88 2.60  P58 1.595, C61 1.425
61 C 4.40 3.89 1.85  O60 1.425, H67 1.091, H68 1.087, H69 1.089
62 O 2.05 5.86 4.09  P58 1.592, C63 1.425
63 C 0.76 5.94 4.68  O62 1.425, H70 1.093, H71 1.095, H72 1.089
64 H -0.17 3.79 1.01  C56 1.092
65 H 1.08 2.73 1.45  C56 1.094
66 H 1.44 3.84 0.13  C56 1.086
67 H 4.66 4.35 0.90  C61 1.091
68 H 3.79 3.00 1.77  C61 1.087
69 H 5.36 3.63 2.29  C61 1.089
70 H 0.33 5.05 5.16  C63 1.093
71 H 0.00 6.24 3.95  C63 1.095
72 H 0.78 6.71 5.45  C63 1.089
73 C -3.66 2.57 -3.96  O74 1.427, H81 1.092, H82 1.088, H83 1.085
74 O -2.75 3.32 -3.16  C73 1.427, P75 1.577
75 P -1.41 2.70 -2.59  O74 1.577, O76 1.472, O77 1.591, O79 1.598
76 O -1.65 1.40 -1.94  P75 1.472
77 O -0.45 2.63 -3.86  P75 1.591, C78 1.429
78 C 0.87 2.07 -3.78  O77 1.429, H84 1.092, H85 1.092, H86 1.091
79 O -0.80 3.78 -1.59  P75 1.598, C80 1.428
80 C 0.06 4.82 -2.06  O79 1.428, H87 1.091, H88 1.088, H89 1.091
81 H -3.99 1.70 -3.40  C73 1.092
82 H -3.26 2.21 -4.90  C73 1.088
83 H -4.53 3.20 -4.13  C73 1.085
84 H 1.10 1.16 -4.33  C78 1.092
85 H 1.10 1.88 -2.73  C78 1.092
86 H 1.53 2.81 -4.23  C78 1.091
87 H 0.93 4.44 -2.60  C80 1.091
88 H 0.51 5.44 -1.28  C80 1.088
89 H -0.54 5.46 -2.70  C80 1.091
90 C -2.17 -7.14 -2.68  C91 1.551, O95 1.414, H97 1.088, H98 1.091
91 C -1.47 -5.91 -3.29  C90 1.551, O92 1.391, F96 1.378, H99 1.090
92 O -0.28 -5.85 -2.57  C91 1.391, C93 1.407
93 C -0.55 -6.43 -1.32  O92 1.407, O94 1.181, O95 1.331
94 O 0.16 -6.41 -0.37  C93 1.181
95 O -1.74 -7.01 -1.34  C90 1.414, C93 1.331
96 F -2.18 -4.79 -2.92  C91 1.378
97 H -2.00 -8.10 -3.18  C90 1.088
98 H -3.24 -6.93 -2.70  C90 1.091
99 H -1.57 -6.08 -4.36  C91 1.090
100 C -1.27 -5.66 4.40  C101 1.531, O105 1.447, H107 1.089, H108 1.088
101 C 0.11 -6.26 4.68  C100 1.531, O102 1.432, F106 1.359, H109 1.090
102 O 0.92 -5.44 3.82  C101 1.432, C103 1.331
103 C 0.41 -4.21 3.84  O102 1.331, O104 1.191, O105 1.363
104 O 0.96 -3.20 3.53  C103 1.191
105 O -0.85 -4.28 4.34  C100 1.447, C103 1.363
106 F 0.24 -7.54 4.23  C101 1.359
107 H -1.93 -5.62 5.27  C100 1.089
108 H -1.78 -5.98 3.49  C100 1.088
109 H 0.50 -6.21 5.69  C101 1.090
110 C 4.73 -0.72 4.34  C111 1.533, O115 1.422, H117 1.088, H118 1.089
111 C 4.11 0.22 3.29  C110 1.533, O112 1.426, F116 1.369, H119 1.090
112 O 3.94 -0.70 2.21  C111 1.426, C113 1.342
113 C 4.00 -1.97 2.63  O112 1.342, O114 1.188, O115 1.356
114 O 3.70 -2.95 2.03  C113 1.188
115 O 4.31 -2.02 3.95  C110 1.422, C113 1.356
116 F 5.08 1.11 2.90  C111 1.369
117 H 4.35 -0.53 5.35  C110 1.088
118 H 5.81 -0.62 4.30  C110 1.089
119 H 3.24 0.81 3.55  C111 1.090

=====

> Which formula does entry 1 have?

C28H63B3IO24P5

=====

> What is the spin multiplicity in the second record?

1

=====

> Among the records above, which one has the lowest orbital gap?

C28H63B3IO24P5